{"formula": "C21H40NbO3", "method": "ωB97M-V/def2-TZVPD", "elements": ["Nb", "C", "C", "C", "C", "C", "C", "C", "C", "C", "H", "H", "H", "H", "H", "H", "H", "H", "H", "H", "H", "H", "H", "H", "H", "H", "C", "C", "C", "O", "C", "H", "H", "H", "H", "H", "H", "H", "H", "C", "C", "C", "O", "C", "H", "H", "H", "H", "H", "H", "H", "H", "C", "C", "C", "O", "C", "H", "H", "H", "H", "H", "H", "H", "H"], "coordinates": [[-5.728, -0.432, 1.889], [-4.910, -1.987, 3.285], [-3.678, -2.669, 2.647], [-2.371, -2.592, 3.452], [-1.202, -1.847, 2.863], [-1.356, -0.803, 1.933], [-0.240, -0.125, 1.433], [1.060, -0.456, 1.828], [1.233, -1.495, 2.756], [0.110, -2.163, 3.255], [-5.440, -1.228, 0.233], [-4.201, 0.564, 1.531], [-5.914, 0.735, 3.318], [-7.426, -1.164, 2.068], [-6.746, 0.849, 1.025], [-4.627, -1.461, 4.205], [-5.658, -2.726, 3.580], [-3.479, -2.291, 1.636], [-3.930, -3.721, 2.497], [-2.582, -2.153, 4.432], [-2.024, -3.609, 3.652], [-2.348, -0.505, 1.611], [-0.394, 0.677, 0.720], [1.901, 0.094, 1.429], [2.226, -1.780, 3.076], [0.253, -2.965, 3.974], [3.814, 3.786, -0.346], [2.360, 3.668, -0.809], [2.279, 2.193, -1.183], [3.181, 1.516, -0.310], [4.009, 2.455, 0.372], [4.003, 4.642, 0.299], [4.483, 3.858, -1.207], [1.680, 3.890, 0.015], [2.110, 4.323, -1.643], [2.589, 2.028, -2.222], [1.284, 1.767, -1.051], [3.693, 2.522, 1.419], [5.039, 2.095, 0.345], [6.487, 5.896, -4.462], [6.924, 4.448, -4.225], [7.475, 4.526, -2.805], [6.714, 5.535, -2.143], [5.945, 6.274, -3.089], [5.742, 6.004, -5.249], [7.348, 6.517, -4.717], [6.060, 3.782, -4.261], [7.662, 4.089, -4.940], [8.533, 4.811, -2.804], [7.369, 3.593, -2.250], [4.890, 5.991, -2.993], [6.038, 7.336, -2.864], [-4.816, -5.018, -1.765], [-4.420, -6.454, -1.421], [-3.910, -6.288, 0.007], [-4.662, -5.228, 0.576], [-5.384, -4.520, -0.440], [-5.536, -4.947, -2.579], [-3.933, -4.436, -2.038], [-5.298, -7.103, -1.438], [-3.669, -6.877, -2.088], [-2.844, -6.028, 0.016], [-4.048, -7.182, 0.618], [-6.448, -4.765, -0.347], [-5.275, -3.446, -0.302]], "lumo_ev": 1.96, "orbital_gap_ev": 6.495, "charge": -1}

=====

{"formula": "C35H53BBr63NO4P", "method": "ωB97M-V/def2-TZVPD", "elements": ["C", "C", "N", "B", "C", "C", "O", "C", "C", "P", "O", "O", "C", "C", "O", "C", "C", "C", "C", "C", "C", "H", "H", "H", "H", "H", "H", "H", "H", "H", "H", "H", "H", "H", "H", "H", "H", "H", "H", "H", "H", "H", "H", "H", "H", "H", "H", "H", "H", "H", "H", "H", "H", "C", "Br", "Br", "Br", "H", "C", "Br", "Br", "Br", "H", "C", "Br", "Br", "Br", "H", "C", "Br", "Br", "Br", "H", "C", "Br", "Br", "Br", "H", "C", "Br", "Br", "Br", "H", "C", "Br", "Br", "Br", "H", "C", "Br", "Br", "Br", "H", "C", "Br", "Br", "Br", "H", "C", "Br", "Br", "Br", "H", "C", "Br", "Br", "Br", "H", "C", "Br", "Br", "Br", "H", "C", "Br", "Br", "Br", "H", "C", "Br", "Br", "Br", "H", "C", "Br", "Br", "Br", "H", "C", "Br", "Br", "Br", "H", "C", "Br", "Br", "Br", "H", "C", "Br", "Br", "Br", "H", "C", "Br", "Br", "Br", "H", "C", "Br", "Br", "Br", "H", "C", "Br", "Br", "Br", "H"], "coordinates": [[-2.475, 4.102, 1.016], [-2.723, 4.029, -0.494], [-2.437, 2.726, -1.051], [-1.241, 2.674, -2.047], [-0.990, 1.133, -2.657], [-1.959, 0.145, -2.185], [-1.726, -0.820, -1.564], [-1.589, 3.618, -3.398], [-2.863, 3.219, -4.134], [-4.353, 4.129, -3.692], [-5.071, 4.426, -4.926], [-4.078, 5.493, -2.924], [-3.427, 6.488, -3.717], [-4.383, 7.650, -3.907], [-5.246, 3.136, -2.820], [-6.167, 3.770, -1.933], [-6.727, 2.665, -1.052], [0.156, 3.295, -1.475], [0.929, 2.451, -0.480], [0.099, 1.537, 0.383], [1.778, 3.314, 0.449], [-2.720, 3.187, 1.511], [-1.418, 4.265, 1.138], [-2.941, 4.966, 1.454], [-3.776, 4.208, -0.607], [-2.164, 4.844, -0.931], [-3.299, 2.414, -1.457], [-0.014, 0.741, -2.429], [-1.061, 1.125, -3.733], [-3.003, 0.302, -2.479], [-0.773, 3.434, -4.075], [-1.542, 4.674, -3.180], [-2.724, 3.419, -5.176], [-3.104, 2.173, -4.060], [-2.610, 6.862, -3.139], [-3.110, 6.092, -4.657], [-5.153, 7.647, -3.167], [-3.807, 8.543, -3.786], [-4.805, 7.663, -4.885], [-5.712, 4.521, -1.332], [-6.988, 4.169, -2.492], [-6.217, 1.762, -1.318], [-7.754, 2.496, -1.264], [-6.547, 2.835, -0.013], [0.059, 4.288, -1.060], [0.802, 3.400, -2.336], [1.631, 1.835, -1.016], [-0.812, 1.965, 0.736], [-0.119, 0.626, -0.139], [0.662, 1.243, 1.238], [2.703, 3.579, -0.031], [1.265, 4.231, 0.676], [1.969, 2.816, 1.373], [-4.919, 11.932, -4.310], [-3.174, 11.257, -4.756], [-6.128, 10.541, -3.748], [-4.817, 13.348, -3.008], [-5.328, 12.360, -5.208], [2.020, -2.490, 5.142], [1.829, -1.098, 6.458], [0.795, -2.283, 3.689], [3.829, -2.642, 4.508], [1.762, -3.414, 5.634], [2.163, 2.167, -5.843], [0.649, 3.049, -6.640], [3.261, 3.393, -4.843], [1.635, 0.654, -4.779], [2.765, 1.790, -6.652], [-10.365, 0.439, 0.216], [-10.542, 1.223, -1.534], [-9.997, -1.443, 0.114], [-9.035, 1.338, 1.278], [-11.310, 0.561, 0.715], [-0.496, -1.708, -7.332], [-1.380, -0.768, -5.925], [0.493, -0.492, -8.457], [0.597, -3.159, -6.687], [-1.259, -2.156, -7.945], [-6.072, -2.980, -1.274], [-5.819, -3.594, -3.079], [-6.684, -1.161, -1.221], [-7.238, -4.154, -0.280], [-5.110, -3.006, -0.791], [7.589, -5.462, 9.012], [7.642, -6.407, 7.336], [8.933, -4.089, 9.119], [5.820, -4.819, 9.409], [7.838, -6.171, 9.783], [2.417, -5.455, -3.595], [2.577, -5.982, -5.447], [2.192, -3.556, -3.385], [1.033, -6.441, -2.697], [3.348, -5.712, -3.120], [-0.757, -0.466, -12.419], [-0.471, -1.114, -14.211], [-1.106, 1.423, -12.391], [-2.133, -1.461, -11.519], [0.158, -0.628, -11.874], [-1.012, -4.875, 5.827], [0.503, -5.890, 5.206], [-2.574, -5.980, 6.040], [-0.600, -3.903, 7.439], [-1.238, -4.148, 5.064], [-5.210, 7.589, -8.663], [-5.160, 6.258, -7.281], [-3.848, 7.296, -9.998], [-6.962, 7.734, -9.460], [-4.997, 8.539, -8.202], [-1.880, 8.019, 0.513], [-1.161, 9.810, 0.534], [-3.658, 7.974, -0.227], [-0.718, 6.788, -0.389], [-1.953, 7.696, 1.537], [0.986, -3.947, 11.485], [0.401, -5.584, 12.310], [2.516, -4.252, 10.361], [-0.511, -3.073, 10.645], [1.329, -3.300, 12.276], [2.356, -4.855, 0.419], [0.908, -3.690, -0.090], [3.695, -4.104, 1.595], [1.693, -6.505, 1.184], [2.853, -5.115, -0.501], [11.452, -0.980, 9.232], [10.997, 0.155, 10.717], [11.107, -0.129, 7.554], [13.270, -1.609, 9.356], [10.816, -1.847, 9.288], [0.612, -10.012, 0.237], [0.532, -11.481, 1.478], [1.960, -10.291, -1.106], [-1.102, -9.644, -0.552], [0.900, -9.137, 0.794], [-1.633, -4.898, -15.181], [-1.690, -6.260, -13.824], [-0.209, -5.212, -16.442], [-3.330, -4.699, -16.063], [-1.423, -3.965, -14.684], [11.036, -4.653, 13.055], [11.862, -3.415, 11.838], [9.242, -4.116, 13.504], [11.090, -6.455, 12.379], [11.610, -4.637, 13.965], [1.160, -13.601, -2.833], [1.086, -15.069, -1.590], [2.496, -13.885, -4.189], [-0.564, -13.232, -3.601], [1.451, -12.728, -2.277], [15.911, -0.957, 12.076], [15.067, -0.631, 13.774], [17.284, 0.337, 11.701], [16.578, -2.760, 11.950], [15.152, -0.844, 11.321], [0.085, 0.732, 13.141], [-0.386, -0.921, 14.007], [1.491, 0.474, 11.852], [-1.451, 1.586, 12.360], [0.465, 1.393, 13.900]], "lumo_ev": 0.48, "orbital_gap_ev": 4.851, "charge": -1}